Run a
Here is a 2-piece molecular cluster, C5H11N2 overall from the OMol25 dataset. Energies are from the ωB97M-V functional and the def2-TZVPD basis.

Positions of all 18 atoms, in Å:
C 0.58 2.18 0.14
C 0.39 1.93 1.55
C -0.37 1.77 -0.73
C -0.17 -1.29 -0.75
C -0.13 -2.55 -1.43
N -0.31 -1.18 0.50
N 0.05 0.80 2.01
H 1.37 2.95 0.09
H 0.63 2.79 2.36
H -1.14 1.23 -0.41
H -0.39 2.04 -1.82
H -0.47 -2.56 -2.59
H -0.54 -3.41 -0.98
H 0.86 -2.90 -1.71
H -0.33 -2.11 0.87
H 0.03 -0.01 1.21
H -0.14 0.81 3.00
H 0.08 -0.50 -1.33

Calculated values
Orbital gap ... 0.3879 Eh
Total charge ... +1
LUMO level ... -4.26 eV

Run b
Here is an isolated ion of composition C5H11N2 and charge +1 from the OMol25 dataset. Energies are from the ωB97M-V functional and the def2-TZVPD basis.

Positions of all 18 atoms, in Å:
C -0.18 1.84 0.16
C -1.42 1.02 -0.08
C -0.12 0.32 0.25
C -0.19 -0.40 1.56
C 1.03 -1.61 -0.54
N 0.47 0.33 -2.04
N 0.47 -0.30 -0.81
H 0.28 2.23 -0.80
H -0.13 2.46 1.04
H -2.22 1.03 0.69
H -1.88 1.11 -0.99
H 0.66 -0.73 2.05
H -0.63 -1.45 1.46
H -0.79 0.14 2.19
H 0.29 -2.19 0.09
H 1.98 -1.53 0.11
H 1.36 -2.05 -1.50
H 1.02 -0.20 -2.80

Calculated values
Orbital gap ... 0.3255 Eh
SMILES ... [H]/N=[N+](\C)C1(C)CC1
Total charge ... +1
LUMO level ... -6.29 eV

Which of them is most stable? Easy: run a.